Arrangement P

Below is an isolated ion of composition C3H5N2O2S and charge +1, with properties calculated with the ωB97M-V functional and the def2-TZVPD basis.

## Properties
- HOMO energy (spin up / spin down): -0.53394 / -0.53905 Ha
- Molecular weight: 133.2 g mol⁻¹
- Total charge: +1
- Frontier orbital gap (spin up / spin down): 0.2165 / 0.2677 Eh

```
13
Properties=species:S:1:pos:R:3:mulliken_charge:R:1
C 0.735 1.029 -0.260 -0.329
C -0.944 -0.748 0.123 -0.008
H 1.802 -0.835 0.438 0.374
C 1.796 -0.089 -0.441 -0.725
O -3.073 -1.404 0.065 -0.425
H 0.715 1.339 -1.261 0.371
N -2.230 -1.096 0.839 0.945
H 0.863 1.892 0.512 0.345
O -2.168 -1.109 2.033 -0.424
N -0.549 0.443 0.132 0.038
H 2.702 0.425 -0.631 0.400
H -1.068 1.235 0.332 0.239
S 1.421 -1.081 -1.882 0.199
```



Arrangement Q

Below is an isolated ion of composition C3H5N2O2S and charge +1, with properties calculated with the ωB97M-V functional and the def2-TZVPD basis.

## Properties
- HOMO energy: -0.58610 Ha
- Structure (SMILES): [NH2+]=C1N=CCS1(=O)=O
- Molecular weight: 133.2 g mol⁻¹
- Total charge: +1
- Frontier orbital gap: 0.3244 Eh

```
13
Properties=species:S:1:pos:R:3:mulliken_charge:R:1
H -1.765 -0.350 0.726 0.381
O -1.692 1.786 -0.818 -0.466
H 0.415 0.960 -2.839 0.307
S -0.587 1.569 0.036 0.944
H 1.016 -0.662 -2.700 0.298
C 0.552 0.269 -0.729 0.446
O 0.085 2.619 0.689 -0.459
C 0.309 -0.429 1.348 0.139
H -1.395 0.402 2.324 0.368
C -1.002 0.095 1.359 -0.704
H 0.911 -0.628 2.227 0.399
N 0.891 -0.526 0.169 -0.213
N 0.971 0.280 -2.340 -0.438
```



Arrangement R

Below is an isolated ion of composition C3H5N2O2S and charge +1, with properties calculated with the ωB97M-V functional and the def2-TZVPD basis.

## Properties
- HOMO energy: -0.51362 Ha
- Molecular weight: 133.2 g mol⁻¹
- Total charge: +1
- Frontier orbital gap: 0.2505 Eh

```
13
Properties=species:S:1:pos:R:3:mulliken_charge:R:1
H 1.515 -2.534 0.267 0.299
O -3.503 0.681 1.039 -0.257
O -0.817 -1.854 -0.353 -0.630
H 1.057 1.352 0.751 0.472
C 0.889 1.288 -0.252 -1.452
S -3.053 0.443 -0.285 0.713
H 2.015 -0.815 0.627 0.327
N -1.460 0.657 -0.341 -0.142
C 1.254 -1.488 0.379 -0.361
H 0.608 2.081 -0.852 0.354
N 0.122 -1.153 -0.019 0.519
C -0.283 0.386 -0.125 0.684
H 1.657 0.958 -0.835 0.473
```



Relative energies, unit kcal/mol: arrangement P 102.2; arrangement Q 0.0; arrangement R 37.6